# 1
Formula: C33H46NiOP2Si
Source: OMol25
Level of theory: ωB97M-V/def2-TZVPD

Spin multiplicity   3
Total energy   -104509.652 eV
Relative energy (zero: lowest compared OMol25 entry of this formula, charge and spin)   0.00 kcal per mole
⟨S²⟩   2.009

Atoms and positions in Å:
P 1.572 1.103 -2.912
P 1.596 -1.472 -1.343
C 3.234 0.509 -2.351
C 3.246 -0.989 -2.091
H 3.399 1.068 -1.416
H 3.971 0.821 -3.092
H 3.378 -1.583 -3.001
H 4.011 -1.287 -1.362
C 2.171 -1.134 0.365
H 1.346 -1.403 1.024
H 2.405 -0.070 0.467
H 3.063 -1.733 0.585
C 1.604 -3.268 -1.463
H 2.543 -3.644 -1.887
H 0.774 -3.550 -2.115
H 1.436 -3.669 -0.460
C 1.982 2.714 -3.608
H 1.052 3.175 -3.975
H 2.667 2.486 -4.445
H 2.457 3.391 -2.883
C 1.050 0.275 -4.480
H 0.718 -0.762 -4.274
H 1.829 0.332 -5.250
H 0.170 0.845 -4.816
Ni 0.355 -0.274 -2.209
C 2.856 2.548 1.076
C 4.049 3.033 0.704
C 4.498 4.456 0.677
C 3.346 5.456 0.520
C 2.633 5.283 -0.786
C 1.571 4.527 -1.092
C 0.807 3.577 -0.228
C 1.498 3.191 1.099
C -1.268 -1.082 -2.778
H 2.838 1.489 1.373
H 4.865 2.332 0.501
H 5.231 4.588 -0.137
H 5.051 4.680 1.605
H 2.664 5.396 1.370
H 3.785 6.465 0.565
H 3.047 5.936 -1.560
H 1.140 4.698 -2.087
H 0.521 2.687 -0.824
H -0.163 4.046 0.026
H 1.480 4.071 1.752
H 0.839 2.448 1.568
H -1.325 -2.158 -2.588
H -1.483 -0.820 -3.828
H -1.943 -0.574 -2.074
O -0.609 -1.720 0.089
Si -1.804 -1.853 1.107
C -2.018 -3.564 1.851
C -1.696 -4.676 1.063
C -1.898 -5.972 1.554
C -2.392 -6.163 2.852
C -2.683 -5.052 3.650
C -2.485 -3.757 3.154
C -1.858 -0.679 2.568
C -3.054 -0.434 3.252
C -3.071 0.410 4.370
C -1.885 1.007 4.812
C -0.690 0.768 4.120
C -0.680 -0.055 2.990
C -3.386 -1.470 0.191
C -3.999 -2.473 -0.561
C -5.099 -2.162 -1.369
C -5.574 -0.846 -1.428
C -4.939 0.161 -0.696
C -3.830 -0.147 0.102
H -1.284 -4.526 0.060
H -1.668 -6.830 0.922
H -2.550 -7.172 3.235
H -3.066 -5.187 4.663
H -2.695 -2.896 3.789
H -3.984 -0.904 2.918
H -4.012 0.592 4.892
H -1.890 1.653 5.690
H 0.243 1.222 4.462
H 0.244 -0.216 2.430
H -3.618 -3.496 -0.522
H -5.575 -2.951 -1.948
H -6.442 -0.606 -2.048
H -5.295 1.193 -0.735
H -3.318 0.643 0.657

=====

# 2
Formula: C44H123N9O17
Source: OMol25
Level of theory: ωB97M-V/def2-TZVPD

Total energy   -95824.525 eV
Relative energy (zero: lowest compared OMol25 entry of this formula, charge and spin)   238.97 kcal per mole

Atoms and positions in Å:
C -7.947 -3.618 8.634
C -7.076 -3.265 9.828
C -5.561 -3.436 9.521
O -5.190 -2.368 8.614
C -4.051 -2.680 7.846
N -7.376 -1.899 10.168
H -9.006 -3.444 8.826
H -7.987 -4.694 8.461
H -7.584 -3.061 7.771
H -7.369 -3.919 10.650
H -5.342 -4.420 9.106
H -5.027 -3.195 10.440
H -3.926 -3.636 7.337
H -3.163 -2.409 8.417
H -4.029 -1.987 7.006
H -8.269 -1.670 9.756
H -6.751 -1.358 9.587
C -6.454 -7.001 3.810
C -7.482 -8.099 3.484
C -8.570 -7.515 2.591
O -9.519 -6.800 3.342
C -10.579 -6.385 2.524
N -6.816 -9.188 2.737
H -6.862 -6.173 4.389
H -6.164 -6.529 2.871
H -5.663 -7.478 4.388
H -7.874 -8.560 4.390
H -9.041 -8.261 1.951
H -8.084 -6.868 1.860
H -11.139 -7.236 2.136
H -10.288 -5.713 1.717
H -11.214 -5.900 3.265
H -5.916 -9.453 3.112
H -6.611 -8.679 1.890
C 4.085 3.237 -8.717
C 4.223 1.708 -8.423
C 5.533 1.091 -9.075
O 5.622 1.437 -10.431
C 4.437 1.042 -11.208
N 4.187 1.606 -6.982
H 4.489 3.467 -9.703
H 4.737 3.851 -8.095
H 3.103 3.671 -8.905
H 3.400 1.079 -8.765
H 5.455 0.010 -8.954
H 6.420 1.312 -8.481
H 3.528 1.594 -10.969
H 3.960 0.063 -11.249
H 4.704 1.449 -12.184
H 3.304 1.870 -6.568
H 4.749 2.313 -6.528
C -5.830 2.904 -3.005
C -6.308 4.141 -2.321
C -6.400 5.393 -3.292
O -5.144 5.892 -3.880
C -5.333 6.916 -4.846
N -7.641 3.923 -1.747
H -6.167 3.081 -4.026
H -6.220 1.973 -2.596
H -4.759 2.731 -2.892
H -5.590 4.586 -1.633
H -6.715 6.257 -2.708
H -7.056 5.365 -4.162
H -5.692 7.813 -4.342
H -6.212 6.742 -5.467
H -4.400 7.158 -5.355
H -8.238 3.460 -2.417
H -7.584 3.268 -0.980
C -2.370 7.671 5.173
C -1.716 7.786 6.545
C -2.098 6.715 7.590
O -1.840 5.487 6.963
C -2.331 4.381 7.683
N -0.249 7.788 6.318
H -3.390 7.882 5.492
H -2.257 6.743 4.613
H -2.200 8.523 4.513
H -1.890 8.807 6.886
H -3.088 6.921 7.999
H -1.397 6.696 8.425
H -3.398 4.253 7.502
H -1.927 4.397 8.696
H -1.740 3.571 7.255
H -0.096 8.004 5.344
H 0.058 6.834 6.447
C -0.256 -7.394 -6.246
C 0.568 -6.514 -5.383
C 0.917 -5.223 -6.024
O 1.713 -5.504 -7.143
C 1.106 -5.180 -8.367
N -0.245 -6.462 -4.242
H -0.467 -8.353 -5.771
H 0.193 -7.723 -7.183
H -1.272 -7.108 -6.519
H 1.500 -7.053 -5.211
H 1.609 -4.604 -5.452
H 0.023 -4.659 -6.286
H 0.703 -4.167 -8.396
H 0.363 -5.878 -8.753
H 1.871 -5.161 -9.143
H 0.095 -5.704 -3.667
H -0.142 -7.271 -3.647
C 6.614 -5.618 3.895
C 5.449 -4.705 4.278
C 4.357 -5.512 4.899
O 4.078 -6.704 4.220
C 3.254 -6.592 3.143
N 6.008 -3.697 5.174
H 6.414 -6.299 3.068
H 7.028 -6.025 4.818
H 7.407 -4.950 3.558
H 5.063 -4.232 3.375
H 3.599 -4.751 5.085
H 4.909 -5.687 5.823
H 3.223 -7.410 2.424
H 3.480 -5.821 2.406
H 2.224 -6.354 3.409
H 6.599 -4.232 5.793
H 5.328 -3.515 5.899
C -0.298 1.497 1.159
C 0.936 0.627 0.825
C 0.785 -0.370 -0.354
O 0.068 -1.546 -0.207
C -1.317 -1.503 -0.068
N 2.094 1.462 0.742
H -0.002 2.538 1.027
H -0.618 1.319 2.185
H -1.022 1.152 0.420
H 0.987 -0.019 1.702
H 1.764 -0.812 -0.539
H 0.392 0.150 -1.228
H -1.670 -1.205 0.920
H -1.605 -2.554 -0.062
H -1.892 -1.264 -0.962
H 2.582 1.474 1.626
H 2.773 1.028 0.133
C 0.729 9.180 -2.041
C 2.044 8.487 -1.645
C 2.250 8.691 -0.091
O 1.908 9.919 0.497
C 2.646 11.088 0.022
N 2.138 7.079 -2.129
H 0.528 10.190 -1.682
H -0.074 8.511 -1.735
H 0.761 9.205 -3.130
H 2.854 9.058 -2.099
H 3.324 8.571 0.051
H 1.684 8.022 0.557
H 2.845 11.067 -1.049
H 3.659 11.060 0.422
H 2.330 12.068 0.380
H 1.702 6.496 -1.429
H 3.060 6.706 -2.301
C -7.254 -4.788 -4.482
C -8.832 -4.698 -4.838
O -9.586 -5.180 -3.772
O -6.816 -6.116 -4.376
H -6.876 -4.256 -3.609
H -6.805 -4.251 -5.318
H -9.112 -5.129 -5.799
H -8.928 -3.613 -4.791
H -9.353 -6.093 -3.587
H -5.857 -6.083 -4.401
C 8.044 6.343 -2.412
C 8.259 7.828 -2.419
O 9.442 8.071 -3.128
O 7.617 5.811 -3.667
H 7.417 6.105 -1.554
H 9.007 5.900 -2.158
H 8.466 8.011 -1.364
H 7.365 8.289 -2.839
H 9.727 7.276 -3.584
H 8.473 5.568 -4.027
C 6.888 -4.492 -3.504
C 7.441 -5.021 -2.076
O 8.934 -5.238 -2.180
O 6.338 -5.582 -4.307
H 7.685 -4.008 -4.069
H 6.065 -3.798 -3.340
H 6.834 -5.880 -1.790
H 7.169 -4.168 -1.454
H 9.020 -5.841 -2.922
H 5.619 -5.270 -4.862
C 10.361 2.553 4.228
C 9.031 2.177 4.959
O 8.031 1.777 4.184
O 10.869 1.480 3.333
H 11.093 2.849 4.979
H 10.099 3.416 3.616
H 8.743 3.090 5.481
H 9.181 1.337 5.637
H 7.930 0.827 4.284
H 11.821 1.524 3.218

=====

# 3
Formula: C43H35NO2PPtSSb
Source: OMol25
Level of theory: ωB97M-V/def2-TZVPD

Total energy   -80652.690 eV
Relative energy (zero: lowest compared OMol25 entry of this formula, charge and spin)   29.61 kcal per mole

Atoms and positions in Å:
Pt -0.119 0.310 -0.600
O -1.840 -2.490 -2.122
C -0.655 -2.233 -1.950
O -0.073 -1.120 -2.296
C 0.239 -3.218 -1.261
C 0.694 -4.367 -1.888
C 1.572 -5.215 -1.230
C 2.003 -4.899 0.052
C 1.535 -3.763 0.689
C 0.633 -2.916 0.043
S -0.078 -1.590 0.938
H 0.345 -4.597 -2.887
H 1.918 -6.119 -1.713
H 2.699 -5.553 0.563
H 1.855 -3.522 1.694
N 1.937 0.419 2.428
C 1.636 1.668 2.893
C 2.223 2.101 4.097
C 2.016 3.370 4.583
C 1.214 4.268 3.884
C 0.633 3.865 2.702
C 0.827 2.579 2.186
P -0.063 2.235 0.624
C -1.765 2.526 1.228
C -2.412 1.418 1.777
C -3.630 1.566 2.415
C -4.227 2.815 2.484
C -3.609 3.913 1.910
C -2.376 3.775 1.292
C 0.353 3.682 -0.394
C 1.621 4.257 -0.328
C 1.932 5.334 -1.143
C 0.988 5.840 -2.026
C -0.265 5.251 -2.113
C -0.576 4.164 -1.315
H 2.241 -0.266 3.096
H 1.417 0.046 1.650
H 2.852 1.406 4.641
H 2.485 3.672 5.511
H 1.035 5.263 4.266
H 0.010 4.560 2.155
H -1.940 0.444 1.720
H -4.117 0.706 2.858
H -5.178 2.935 2.987
H -4.083 4.885 1.949
H -1.895 4.643 0.860
H 2.357 3.870 0.364
H 2.915 5.782 -1.085
H 1.231 6.695 -2.643
H -0.999 5.630 -2.813
H -1.543 3.682 -1.398
C -4.545 -1.958 -5.913
C -5.311 -1.407 -4.900
C -4.706 -0.680 -3.882
C -3.334 -0.492 -3.898
C -2.565 -1.023 -4.928
C -3.170 -1.759 -5.931
Sb -2.302 0.501 -2.313
C -1.119 1.655 -3.698
C 0.219 1.933 -3.455
C 0.968 2.660 -4.369
C 0.382 3.105 -5.543
C -0.949 2.813 -5.809
C -1.697 2.093 -4.888
C -3.850 1.980 -1.941
C -3.886 3.224 -2.561
C -4.929 4.104 -2.300
C -5.942 3.744 -1.425
C -5.923 2.497 -0.820
C -4.878 1.621 -1.076
H -5.016 -2.551 -6.687
H -6.384 -1.554 -4.891
H -5.304 -0.263 -3.080
H -1.492 -0.870 -4.929
H -2.568 -2.191 -6.721
H 0.691 1.563 -2.546
H 2.008 2.881 -4.164
H 0.962 3.671 -6.261
H -1.404 3.130 -6.739
H -2.734 1.858 -5.098
H -3.106 3.512 -3.256
H -4.945 5.070 -2.790
H -6.753 4.431 -1.218
H -6.721 2.204 -0.150
H -4.862 0.646 -0.598

=====

# 4
Formula: C14H16ClN3O4S2
Source: OMol25
Level of theory: ωB97M-V/def2-TZVPD

Total energy   -61616.421 eV
Relative energy (zero: lowest compared OMol25 entry of this formula, charge and spin)   334.41 kcal per mole

Atoms and positions in Å:
C -7.558 -0.514 1.087
C -5.991 -0.594 0.687
O -5.291 -1.484 0.881
N -5.574 0.516 0.111
C -4.337 0.297 -0.280
N -3.701 1.376 -0.632
C -2.399 1.077 -0.725
C -1.982 -0.019 -0.602
C -0.714 -0.654 -0.611
C 0.561 0.001 -0.385
C 1.685 -0.392 -0.402
C 1.718 -1.866 -0.692
C 0.676 -2.888 -0.817
C -0.548 -1.980 -0.629
H -1.487 -2.661 -0.884
H 0.642 -3.808 -0.698
Cl 3.389 -2.881 -0.588
S 3.191 0.350 -0.185
O 2.914 1.861 -0.075
O 4.064 0.208 -1.262
N 3.875 -0.250 1.029
H 3.497 0.380 2.078
C 5.350 -0.320 1.140
H 5.584 -1.043 2.080
C 6.125 1.062 0.906
O 7.594 0.739 0.978
H 7.687 0.182 0.103
H 5.753 1.727 0.350
H 5.918 1.321 2.241
H 5.608 -0.972 0.207
H 0.536 1.221 -0.255
S -3.391 -0.942 0.054
C -1.458 2.293 -1.539
H -1.103 2.824 -0.851
H -2.135 2.749 -2.257
H -0.618 2.003 -2.060
H -4.060 2.343 -1.103
H -7.784 0.305 1.985
H -8.176 -0.232 0.111
H -8.063 -1.334 1.505

=====

# 5
Formula: C5H5N3O5
Source: OMol25
Level of theory: ωB97M-V/def2-TZVPD

Total energy   -19961.756 eV
Relative energy (zero: lowest compared OMol25 entry of this formula, charge and spin)   212.19 kcal per mole

Atoms and positions in Å:
C 0.823 -0.695 -2.229
C -1.364 1.721 1.046
C -1.494 0.155 1.214
C -1.469 -0.744 0.080
C 1.113 -0.463 -0.820
N 0.753 -0.999 -3.336
N 1.851 -1.483 -0.018
N 1.409 0.887 -0.438
O 1.290 -1.841 0.994
O 2.243 1.015 0.440
O 2.904 -1.784 -0.470
O 0.823 1.723 -1.070
O -2.515 1.096 1.242
H -0.703 2.112 1.816
H -1.295 2.116 -0.015
H -1.310 -0.276 2.202
H -1.213 -1.762 0.321
H -1.845 -0.782 -0.960

=====

What did the fifth record say?
Formula: C5H5N3O5
Source: OMol25
Level of theory: ωB97M-V/def2-TZVPD

Total energy   -19961.756 eV
Relative energy (zero: lowest compared OMol25 entry of this formula, charge and spin)   212.19 kcal per mole

Atoms and positions in Å:
C 0.823 -0.695 -2.229
C -1.364 1.721 1.046
C -1.494 0.155 1.214
C -1.469 -0.744 0.080
C 1.113 -0.463 -0.820
N 0.753 -0.999 -3.336
N 1.851 -1.483 -0.018
N 1.409 0.887 -0.438
O 1.290 -1.841 0.994
O 2.243 1.015 0.440
O 2.904 -1.784 -0.470
O 0.823 1.723 -1.070
O -2.515 1.096 1.242
H -0.703 2.112 1.816
H -1.295 2.116 -0.015
H -1.310 -0.276 2.202
H -1.213 -1.762 0.321
H -1.845 -0.782 -0.960

=====

What is the total energy in the fourth record?
-61616.421 eV

=====

Please write out number 4 again, unchanged.
Formula: C14H16ClN3O4S2
Source: OMol25
Level of theory: ωB97M-V/def2-TZVPD

Total energy   -61616.421 eV
Relative energy (zero: lowest compared OMol25 entry of this formula, charge and spin)   334.41 kcal per mole

Atoms and positions in Å:
C -7.558 -0.514 1.087
C -5.991 -0.594 0.687
O -5.291 -1.484 0.881
N -5.574 0.516 0.111
C -4.337 0.297 -0.280
N -3.701 1.376 -0.632
C -2.399 1.077 -0.725
C -1.982 -0.019 -0.602
C -0.714 -0.654 -0.611
C 0.561 0.001 -0.385
C 1.685 -0.392 -0.402
C 1.718 -1.866 -0.692
C 0.676 -2.888 -0.817
C -0.548 -1.980 -0.629
H -1.487 -2.661 -0.884
H 0.642 -3.808 -0.698
Cl 3.389 -2.881 -0.588
S 3.191 0.350 -0.185
O 2.914 1.861 -0.075
O 4.064 0.208 -1.262
N 3.875 -0.250 1.029
H 3.497 0.380 2.078
C 5.350 -0.320 1.140
H 5.584 -1.043 2.080
C 6.125 1.062 0.906
O 7.594 0.739 0.978
H 7.687 0.182 0.103
H 5.753 1.727 0.350
H 5.918 1.321 2.241
H 5.608 -0.972 0.207
H 0.536 1.221 -0.255
S -3.391 -0.942 0.054
C -1.458 2.293 -1.539
H -1.103 2.824 -0.851
H -2.135 2.749 -2.257
H -0.618 2.003 -2.060
H -4.060 2.343 -1.103
H -7.784 0.305 1.985
H -8.176 -0.232 0.111
H -8.063 -1.334 1.505